[1]
Below is 8 unconnected molecules or ions with the total composition C23H61NO8, with properties calculated with wB97M-V/def2-TZVPD.

Element x y z (Å)
C: -4.3210 6.0672 0.9403
C: -3.8611 4.5761 1.0336
O: -4.7052 3.6567 0.4165
H: -5.3462 6.1042 1.3086
H: -4.3340 6.4127 -0.0934
H: -3.5976 6.7354 1.4075
H: -3.9973 4.2834 2.0747
H: -2.8178 4.3337 0.8314
H: -4.1879 2.8770 0.2019
C: -0.2011 0.8681 -5.5774
C: 1.0013 0.1262 -6.2115
O: 0.6685 -1.2282 -6.6608
H: 0.1241 1.7527 -5.0298
H: -0.5411 0.2536 -4.7437
H: -0.9586 1.1967 -6.2889
H: 1.7597 0.0265 -5.4350
H: 1.4257 0.5311 -7.1302
H: 0.8674 -1.8103 -5.9238
C: 5.0854 2.9060 1.7528
C: 3.8658 2.0543 1.7087
O: 2.7755 2.7954 2.2026
H: 5.4798 2.8521 0.7381
H: 5.7077 2.3106 2.4208
H: 5.1044 3.9372 2.1055
H: 4.0264 1.1381 2.2768
H: 3.7512 1.6948 0.6861
H: 2.0583 2.3411 1.7545
C: -0.5097 -3.0167 -3.4832
C: 0.7222 -2.0683 -3.3662
O: 1.6149 -2.5821 -4.2297
H: -0.1769 -4.0394 -3.3061
H: -1.0990 -2.9501 -4.3977
H: -1.2016 -2.7265 -2.6926
H: 1.1227 -2.0636 -2.3524
H: 0.6411 -1.0159 -3.6382
H: 2.3606 -2.9819 -3.7761
C: -5.4966 -0.7316 0.6707
C: -4.2443 0.0554 0.0763
O: -3.7787 0.7419 1.1561
H: -5.2940 -1.5708 1.3362
H: -5.9568 -1.2812 -0.1505
H: -6.2677 -0.1149 1.1324
H: -4.4810 0.6753 -0.7885
H: -3.4785 -0.6032 -0.3335
H: -3.2875 0.1378 1.7178
C: -0.0078 0.9563 -1.9531
C: -0.5712 1.3715 -0.5918
O: 0.4479 2.0899 0.0437
H: 0.2836 1.8546 -2.4975
H: -0.8084 0.4103 -2.4521
H: 0.8003 0.2355 -1.8284
H: -0.9073 0.5407 0.0287
H: -1.4779 1.9719 -0.6662
H: 0.5939 2.9196 -0.4165
C: 1.2014 5.5601 0.2363
C: 0.5300 5.5042 -1.1965
O: 0.7915 4.3248 -1.7778
H: 2.2834 5.6610 0.1514
H: 0.8701 4.6834 0.7928
H: 0.8154 6.3977 0.8173
H: 0.7544 6.2811 -1.9273
H: -0.5186 5.6934 -0.9672
H: 1.4161 4.5192 -2.4805
C: 0.7137 -1.2909 2.9539
C: -0.0671 -2.5629 2.4757
C: 0.0777 -2.7767 0.9197
C: 1.4753 -3.1567 0.4885
C: 1.9947 -4.4624 1.1731
C: 1.7024 -4.4268 2.6916
N: 0.4262 -3.7778 3.0757
O: 0.0864 -3.8488 4.3716
C: 1.5856 -5.9785 3.0296
C: 2.9634 -3.7274 3.4533
C: -1.5970 -2.3803 2.7021
H: 1.7572 -1.2119 2.6491
H: 0.6689 -1.3075 4.0429
H: 0.2560 -0.3324 2.7093
H: -0.5640 -3.5811 0.5603
H: -0.1813 -1.8365 0.4330
H: 2.2125 -2.3659 0.6279
H: 1.5049 -3.2316 -0.5985
H: 3.0143 -4.7903 0.9708
H: 1.3753 -5.2187 0.6910
H: 2.5242 -6.5005 2.8437
H: 1.4573 -6.1628 4.0962
H: 0.8420 -6.5736 2.4996
H: 3.3257 -2.7961 3.0181
H: 2.6376 -3.5836 4.4835
H: 3.8073 -4.4147 3.3928
H: -1.7702 -1.3701 2.3312
H: -1.8574 -2.4391 3.7589
H: -2.2312 -3.0721 2.1477
H: -0.6582 -4.4544 4.3518

Forces on atoms 1 to 3 (eV/Å):
C 0.549 -1.416 -1.233
C -0.041 0.376 2.050
O -0.908 -0.059 -1.752

Results
⟨S²⟩: 0.750
Charge: -1
Multiplicity: 2
HOMO (alpha / beta) in eV: 0.534 / -6.048
HOMO-LUMO gap (alpha / beta) in eV: 1.816 / 8.334

Atom charges from the Mulliken analysis, given in e for atoms 1 to 4: -1.188, 0.113, -0.539, 0.339



[2]
Below is a molecular structure, C45H37IrN6O5, with properties calculated with wB97M-V/def2-TZVPD.

Element x y z (Å)
Ir: -0.5666 1.2852 -0.4345
C: -1.2323 1.1489 4.1764
O: 0.0001 1.6755 4.7022
C: 1.0547 1.9642 3.9606
C: 2.1462 2.5680 4.5994
C: 3.2741 2.9116 3.8935
C: 3.3751 2.6881 2.5052
C: 2.3470 2.0778 1.8324
C: 2.4467 1.8518 0.3997
N: 1.5645 1.4214 -0.4435
N: 2.0701 1.3434 -1.7478
C: 1.1297 1.5743 -2.6208
O: -0.0926 1.8925 -2.2944
C: 1.4164 1.4335 -4.0637
C: 2.6820 1.0377 -4.4915
C: 2.9241 0.8557 -5.8413
C: 1.9113 1.0688 -6.7662
C: 0.6526 1.4687 -6.3426
C: 0.4030 1.6520 -4.9927
C: 1.1684 1.6377 2.5490
O: 0.3505 0.9279 1.9346
H: -2.0014 1.5319 4.8416
H: -1.1980 0.0611 4.2215
H: -1.4029 1.4511 3.1486
H: 2.0768 2.7505 5.6621
H: 4.1035 3.3642 4.4164
H: 4.2639 3.0015 1.9739
H: 3.4019 2.1160 -0.0516
H: 3.4611 0.8731 -3.7607
H: 3.9057 0.5506 -6.1747
H: 2.1048 0.9231 -7.8201
H: -0.1321 1.6427 -7.0648
H: -0.5720 1.9654 -4.6488
C: -0.8178 -2.4091 -2.7947
C: -2.1855 -2.5952 -2.8670
C: -3.0310 -1.6136 -2.3751
C: -2.4782 -0.4791 -1.8115
N: -1.1358 -0.3351 -1.6924
C: -0.3242 -1.2701 -2.1789
C: -3.2692 0.6501 -1.2708
C: -4.6421 0.8204 -1.4004
C: -5.2423 1.8926 -0.7699
C: -4.4667 2.7724 -0.0202
C: -3.1028 2.5640 0.0443
N: -2.5350 1.5425 -0.6105
C: -2.1361 3.4201 0.7736
C: -2.4979 4.2934 1.7867
C: -1.5177 5.0654 2.3890
C: -0.2114 4.9733 1.9353
C: 0.0808 4.0675 0.9324
N: -0.8424 3.2801 0.3797
H: -0.1273 -3.1382 -3.1856
H: -2.5959 -3.4983 -3.2960
H: -4.1014 -1.7397 -2.4081
H: 0.7402 -1.1036 -2.0707
H: -5.2285 0.1098 -1.9619
H: -6.3094 2.0407 -0.8454
H: -4.9148 3.6182 0.4790
H: -3.5267 4.3533 2.1092
H: -1.7742 5.7385 3.1956
H: 0.5770 5.5801 2.3548
H: 1.0788 3.9744 0.5345
C: 4.9374 -2.2277 0.4946
C: 3.5950 -2.8303 0.1925
C: 3.4655 -3.7463 -0.8447
C: 2.2425 -4.3479 -1.0949
C: 1.1321 -3.9980 -0.3525
C: 1.2285 -3.0363 0.6549
N: 0.0938 -2.5639 1.3277
C: -1.1203 -3.2263 1.3959
C: -1.1281 -4.6145 1.5951
C: -2.3083 -5.3103 1.7404
C: -3.5259 -4.6411 1.7130
C: -3.5291 -3.2736 1.5289
C: -2.3530 -2.5418 1.3522
C: -2.5408 -1.0688 1.0809
O: -3.6837 -0.6312 0.9321
O: -1.4914 -0.3381 1.0117
C: 2.4827 -2.4845 0.9661
C: 2.6706 -1.5925 2.1580
H: 5.7005 -2.6302 -0.1689
H: 5.2429 -2.4289 1.5229
H: 4.9209 -1.1425 0.3702
H: 4.3306 -4.0053 -1.4395
H: 2.1539 -5.0850 -1.8809
H: 0.1725 -4.4490 -0.5594
H: -0.0220 -1.5490 1.3554
H: -0.1826 -5.1332 1.6629
H: -2.2782 -6.3801 1.8968
H: -4.4531 -5.1805 1.8391
H: -4.4581 -2.7214 1.5036
H: 1.7269 -1.2793 2.5895
H: 3.2533 -0.7077 1.9097
H: 3.2263 -2.1255 2.9340

Forces on atoms 1 to 3 (eV/Å):
Ir -1.007 0.162 -2.610
C -0.137 -0.108 -0.039
O 0.320 0.246 -0.004

Results
⟨S²⟩: 0.779
Charge: +1
Multiplicity: 2
HOMO (alpha / beta) in eV: -9.099 / -9.099
HOMO-LUMO gap (alpha / beta) in eV: 5.547 / 4.385
Relative energy (zero: lowest compared OMol25 entry of this formula, charge and spin) in kcal/mol: 39.6

Atom charges from the Mulliken analysis, given in e for atoms 1 to 4: 2.148, -0.336, -0.483, -0.386



[3]
Below is 2 unconnected molecules or ions with the total composition C9H14, with properties calculated with wB97M-V/def2-TZVPD.

Element x y z (Å)
C: -2.0691 -1.8345 -0.2443
C: -1.0075 -1.0063 0.4439
C: 0.0157 -1.6552 1.0771
C: 0.8826 -0.9155 1.8449
C: 0.7568 0.4192 1.9803
C: -0.2311 1.1149 1.3179
C: -1.1981 0.3435 0.6125
H: -2.8748 -1.9697 0.4703
H: -1.7972 -2.7957 -0.6864
H: -2.6058 -1.3046 -1.1728
H: 0.1100 -2.7388 1.2076
H: 1.6941 -1.6103 2.2862
H: 1.5117 1.0431 2.5148
H: -0.2694 2.2399 1.2465
H: -2.1017 0.8702 0.2863
C: 1.3090 1.8605 -1.8679
C: 1.0360 0.4840 -1.3884
H: 1.6553 1.7284 -2.9594
H: 0.4817 2.7101 -1.8553
H: 2.0328 2.4539 -1.3156
H: -0.1006 0.5574 -1.3106
H: 1.4605 0.2545 -0.3520
H: 1.3091 -0.2487 -2.1356

Forces on atoms 1 to 3 (eV/Å):
C -1.718 1.309 -2.315
C -1.916 -1.246 -0.625
C 0.378 -0.311 0.840

Results
Charge: 0
HOMO in eV: -9.001
HOMO-LUMO gap in eV: 10.016
SMILES: Cc1ccccc1.CC
Relative energy (zero: lowest compared OMol25 entry of this formula, charge and spin) in kcal/mol: 44.7

Atom charges from the natural (NBO) analysis, given in e for atoms 1 to 4: -0.633, -0.018, -0.224, -0.195



charge of number 3 (C9H14)? 0